{
  "formula": "H24O12",
  "method": "wB97M-V/def2-TZVPD",
  "gap_ev": 10.59,
  "e_above_lowest_kj_mol": 351.30,
  "homo_energy_ev": -11.115,
  "smiles": "O.O.O.O.O.O.O.O.O.O.O.O",
  "molar_mass_g_mol": 216.18,
  "elements": ["H", "O", "O", "H", "O", "O", "H", "H", "H", "H", "H", "H", "H", "H", "H", "O", "H", "H", "O", "H", "H", "O", "H", "H", "O", "H", "H", "O", "O", "H", "O", "H", "H", "H", "O", "H"],
  "coordinates": [[-4.6156, 3.6708, -1.5046], [-2.8652, -2.8747, -2.1300], [3.0377, -1.0757, -2.7773], [0.6198, 3.3598, 1.2260], [4.7953, -0.1672, 0.1233], [-1.0355, -1.5828, 0.5424], [-1.2671, -2.4163, 3.8968], [-3.9893, 1.0897, 1.1337], [3.9372, 0.1683, -0.1597], [-3.2523, -2.0881, -1.7296], [0.3478, 0.3145, -0.3893], [3.6639, -0.4281, -2.4343], [-1.9485, -1.0980, 4.2250], [-3.5628, 2.6052, -1.2475], [-4.5220, -0.2209, 1.6892], [2.9797, -3.0376, 0.8671], [-2.0402, -3.0015, -1.6479], [3.4392, 3.1307, -0.3310], [-3.6619, 3.5316, -1.4944], [2.3936, -3.7906, 0.7308], [3.6952, -3.1804, 0.2373], [-0.0018, 0.6725, 0.4344], [-1.9636, -1.8197, 0.4348], [4.8678, 2.7059, -0.0333], [-2.1267, -0.1379, -2.9390], [-0.8601, -0.9827, -0.1911], [-1.5172, -0.3997, -2.2397], [1.2517, 3.1356, 1.9184], [-1.3062, -1.4926, 3.6244], [-0.0322, -0.0876, 1.0263], [-3.7460, 0.3507, 1.7026], [-2.9950, -0.1857, -2.5233], [2.1767, -0.7310, -2.5149], [5.2194, 0.5929, 0.5373], [4.1825, 2.6468, -0.7085], [0.7017, 2.8236, 2.6458]],
  "atomic_forces_ev_per_a": [[0.1, 0.1, 0.0], [-0.1, 0.0, 0.3], [-0.2, 0.1, 0.1], [0.0, -0.2, 0.0], [0.1, -0.1, 0.0], [-0.4, -1.1, -0.7], [0.1, 0.1, -0.1], [0.1, 0.0, 0.1], [0.1, 0.1, 0.2], [0.0, -0.2, -0.1], [0.4, 0.4, 0.2], [0.1, -0.1, 0.0], [0.1, 0.1, -0.1], [0.1, 0.1, -0.1], [0.0, 0.0, 0.1], [-0.1, -0.2, -0.1], [0.0, -0.1, -0.1], [0.0, 0.0, 0.0], [-0.2, -0.2, 0.1], [0.0, 0.1, 0.0], [0.0, 0.2, 0.0], [0.3, 0.6, -0.5], [0.0, 0.0, 0.4], [-0.1, 0.1, -0.1], [0.0, 0.2, 0.3], [-0.3, -0.2, 0.2], [0.0, 0.0, -0.2], [0.0, 0.3, 0.0], [-0.2, -0.1, 0.2], [0.0, 0.1, 0.4], [-0.2, -0.1, -0.3], [0.1, 0.1, -0.2], [0.1, -0.1, -0.1], [-0.1, -0.2, -0.1], [0.0, 0.0, 0.1], [0.1, -0.1, -0.1]]
}

---

{
  "formula": "C4H12N3",
  "method": "wB97M-V/def2-TZVPD",
  "gap_ev": [7.70, 4.91],
  "spin_multiplicity": 3,
  "e_above_lowest_kj_mol": 392.31,
  "charge": 1,
  "homo_energy_ev": [-10.689, -13.384],
  "molar_mass_g_mol": 102.16,
  "elements": ["C", "H", "H", "H", "C", "H", "H", "N", "H", "N", "H", "H", "C", "N", "H", "C", "H", "H", "H"],
  "coordinates": [[-1.9191, -1.3903, -0.0583], [3.5267, 0.5528, -0.6040], [2.2206, 1.8368, -0.0473], [1.7349, -1.1317, 0.3317], [-2.5718, -0.1328, -0.0885], [-3.1118, 1.4912, 1.2406], [-0.8773, -1.1803, 0.1376], [-3.3005, 0.7608, -0.7426], [-2.8898, 1.2590, -1.5783], [0.2439, 0.3291, 0.2544], [1.4256, -0.5249, -1.2439], [0.0648, 0.2106, 1.2976], [1.4807, -0.2655, -0.1543], [-2.5088, 1.0927, 0.4877], [-2.3946, -1.9826, 0.8209], [2.6344, 0.8117, 0.0592], [3.1217, 0.7641, 1.1309], [0.2634, 1.3097, 0.0631], [-2.0944, -2.0451, -1.0100]],
  "atomic_forces_ev_per_a": [[-1.6, -3.1, -0.1], [-1.5, 0.7, 0.5], [0.7, -0.6, -0.4], [0.1, -2.1, 1.4], [-0.5, -1.9, 0.5], [0.3, -0.9, -0.5], [0.3, -0.9, -0.1], [-0.4, 2.4, -1.5], [-0.4, -0.5, 0.7], [0.9, 0.2, 3.4], [0.0, 0.4, 0.7], [0.0, 0.2, -1.7], [0.9, 2.0, -2.6], [0.3, 2.2, 0.2], [1.1, 0.5, -1.2], [1.4, -0.6, 1.4], [-1.4, -0.1, -1.8], [-0.7, 0.8, -0.5], [0.5, 1.4, 1.7]]
}

---

> What is the formula in the second record?

C4H12N3